{
  "formula": "C3H2Br2",
  "method": "ωB97M-V/def2-TZVPD",
  "elements": ["Br", "Br", "C", "C", "C", "H", "H"],
  "xyz": [[-1.125697, -2.502528, -1.526823], [1.507422, -2.501101, 1.082860], [-0.746912, -1.673385, 0.088325], [1.256306, -1.281874, -0.313811], [0.078444, -0.422349, -0.038229], [-0.126168, 0.233769, -0.883914], [0.072021, 0.112798, 0.911646]],
  "forces_ev_per_angstrom": [[0.2, -0.1, -0.5], [0.1, -0.1, 0.4], [-0.9, 0.1, 0.8], [0.5, 0.3, -0.7], [0.1, 0.0, 0.0], [0.0, -0.1, -0.1], [0.0, -0.1, 0.1]],
  "homo_ev": [-8.5, -8.5],
  "e_tot_ha": -5263.29012,
  "de_lowest_kj_mol": 362.55,
  "gap_ev": [6.86, 6.84],
  "charge": 0
}